The following is a quantum chemistry calculation of 4 unconnected molecules or ions with the total composition C21H34N5O2, from the OMol25 dataset.

```
! RIJCOSX wB97M-V def2-TZVPD def2/J DEFGRID3
* xyz 1 1
C -3.6817 -0.5246 -5.5450
C -2.6574 0.6170 -5.4980
C -1.2614 0.3228 -5.9859
O -0.4554 1.1612 -6.2444
O -0.9394 -1.0184 -6.0926
C 0.1602 -1.4330 -5.3057
C -0.2864 -1.8069 -3.8859
N 0.5302 -1.1424 -2.8038
C 0.1669 -1.7618 -1.4503
C -0.0744 -0.7956 -0.2573
N 0.2388 0.6046 -0.4866
C -0.3443 0.9797 -1.7712
C 0.4882 0.3747 -2.8868
H -3.9173 -0.8998 -4.5487
H -3.2949 -1.3668 -6.1146
H -4.6066 -0.2000 -6.0140
H -2.9981 1.4649 -6.0931
H -2.5442 1.0186 -4.4852
H 0.5714 -2.3067 -5.8064
H 0.9312 -0.6561 -5.3049
H -1.3357 -1.5657 -3.7138
H -0.1631 -2.8779 -3.7299
H 1.4928 -1.4154 -2.9923
H -0.7438 -2.3284 -1.6283
H 0.9381 -2.4934 -1.2173
H -1.1286 -0.8581 0.0176
H 0.4923 -1.1442 0.6058
H 1.2466 0.7067 -0.5798
H -0.3364 2.0611 -1.9109
H -1.3698 0.6021 -1.8162
H 0.1533 0.6851 -3.8744
H 1.5139 0.7309 -2.7806
N -1.6706 4.6444 -1.0255
C -0.4349 4.3751 -0.4937
C 0.2459 5.5585 -0.3956
C -0.6083 6.5812 -0.8890
C -1.7812 5.9877 -1.2672
H -2.3913 3.9703 -1.2027
H -0.1459 3.3766 -0.2105
H 1.2437 5.6809 -0.0090
H -0.3872 7.6331 -0.9524
H -2.6825 6.4060 -1.6808
N 0.1422 -2.5547 3.1315
C 0.6344 -3.7651 2.7145
C 1.7569 -4.0324 3.4514
C 1.9447 -2.9469 4.3504
C 0.9334 -2.0521 4.1311
H -0.6838 -2.1114 2.7756
H 0.1416 -4.3338 1.9436
H 2.3699 -4.9140 3.3670
H 2.7285 -2.8377 5.0809
H 0.7114 -1.1096 4.6014
N 1.4422 0.0206 7.9269
C 2.6045 -0.3686 7.3168
C 3.1213 -1.4168 8.0298
C 2.2346 -1.6716 9.1113
C 1.2105 -0.7684 9.0209
H 0.8524 0.7733 7.6244
H 2.9650 0.1323 6.4342
H 4.0346 -1.9422 7.8050
H 2.3403 -2.4285 9.8700
H 0.3426 -0.6202 9.6400
*
```

Calculated values
Strongest force on any atom, eV/Å: 0.7
Frontier orbital gap, eV: 6.51